(1)
C33H35BaN5O8SSe2 as an isolated structure in a non-equilibrium geometry. Source: OMol25; level of theory: ωB97M-V/def2-TZVPD.

Each line ends with the Löwdin charge.
Element x y z (Å)
Ba  -1.45403  2.12885  -1.43466  1.77
O  -0.79359  -3.73690  -3.74352  0.06
C  -0.78956  -2.54638  -3.08481  -0.28
C  0.17721  -1.57381  -3.31684  0.06
C  0.09196  -0.38279  -2.61329  -0.22
N  -0.88168  -0.14875  -1.75486  -0.11
C  -1.81737  -1.05587  -1.53643  -0.19
C  -1.79871  -2.29260  -2.15888  0.07
C  -2.96089  -0.57396  -0.62774  -0.67
O  -3.59423  -1.42496  -0.01006  0.01
O  -3.12330  0.66589  -0.63307  -0.31
C  1.08837  0.77559  -2.77400  -0.69
O  2.14956  0.52675  -3.34498  0.01
O  0.71580  1.86065  -2.27550  -0.34
H  -0.03354  -3.77651  -4.33701  0.11
H  0.95830  -1.71127  -4.05191  0.13
H  -2.56915  -3.01906  -1.95332  0.13
N  -0.35422  4.54665  0.51713  0.03
C  -0.42814  4.46595  1.93114  -0.34
C  -1.46331  5.09741  2.61795  -0.04
C  -1.56726  4.95489  3.99265  -0.07
C  -0.63771  4.20648  4.68385  -0.27
C  0.39565  3.58716  4.01325  -0.06
C  0.50622  3.71395  2.63760  -0.07
S  -0.79735  4.07473  6.48764  0.41
O  -0.47525  5.42235  6.96865  -0.39
O  0.17262  3.06273  6.90346  -0.39
O  -2.19265  3.70046  6.70914  -0.38
H  -0.70794  5.42707  0.16144  0.08
H  0.58840  4.37778  0.18483  0.08
H  -2.18658  5.68420  2.06046  0.10
H  -2.36911  5.41003  4.55460  0.11
H  1.09818  3.00389  4.58948  0.11
H  1.30940  3.21642  2.10418  0.07
C  1.45656  -3.15961  3.63805  -0.11
C  0.05933  -2.79923  4.12932  -0.24
C  -1.04231  -3.07793  3.10418  -0.18
C  -1.10378  -2.07649  1.94861  -0.15
N  -0.02878  -2.22745  0.99892  -0.01
C  0.93989  -1.30093  0.76235  -0.71
Se  1.09686  0.29050  1.58438  0.79
N  1.78933  -1.79465  -0.18244  0.00
C  2.94665  -1.11303  -0.70076  -0.15
C  4.25282  -1.82329  -0.34015  -0.18
C  4.55581  -1.84431  1.15818  -0.25
C  4.83830  -0.46197  1.72949  -0.11
C  1.33462  -3.02461  -0.58235  -0.15
C  1.80798  -3.92385  -1.52569  -0.02
C  1.09879  -5.10088  -1.70304  -0.11
C  -0.05013  -5.37041  -0.96906  -0.09
C  -0.53184  -4.47815  -0.02470  -0.01
C  0.17338  -3.30023  0.16734  -0.15
H  2.17170  -3.09775  4.45575  0.07
H  1.78052  -2.46519  2.86975  0.03
H  1.48154  -4.17068  3.22975  0.07
H  0.03682  -1.74326  4.40240  0.11
H  -0.15456  -3.37997  5.03099  0.10
H  -2.00773  -3.02533  3.61041  0.11
H  -0.92547  -4.09080  2.71055  0.10
H  -1.04060  -1.06156  2.34827  0.08
H  -2.05719  -2.17441  1.41765  0.11
H  2.93657  -0.10316  -0.28768  0.08
H  2.85719  -1.02108  -1.78754  0.11
H  5.05919  -1.31269  -0.86980  0.12
H  4.21339  -2.85353  -0.70214  0.09
H  5.42554  -2.48719  1.32731  0.10
H  3.71481  -2.29190  1.69166  0.09
H  5.63617  0.02552  1.17279  0.07
H  5.13357  -0.53933  2.77301  0.07
H  3.95025  0.16161  1.68605  0.01
H  2.68705  -3.70943  -2.11319  0.11
H  1.44007  -5.81823  -2.43619  0.10
H  -0.58595  -6.29055  -1.14919  0.10
H  -1.43677  -4.68488  0.52379  0.12
Se  -1.98530  1.96722  -4.52196  0.46
C  -3.01306  3.31801  -5.34113  -0.74
C  -3.47241  3.14186  -6.65481  -0.15
C  -4.25735  4.11411  -7.23332  -0.20
N  -4.60945  5.24548  -6.62860  0.01
C  -4.14929  5.42623  -5.39626  -0.20
C  -3.36202  4.52000  -4.71634  -0.14
H  -3.21449  2.23968  -7.19308  0.08
H  -4.64147  3.98861  -8.24169  0.09
H  -4.44149  6.36128  -4.93023  0.09
H  -3.01932  4.73087  -3.70618  0.08

Values from the calculation:
max |F| = 4.75 eV Å⁻¹
gap between HOMO and LUMO = 6.473 eV
HOMO = -2.979 eV
molecular weight = 956.98 g mol⁻¹
total charge = -2
multiplicity = 1

(2)
C33H35BrF6IrN6O7S3 as an isolated structure in a non-equilibrium geometry. Source: OMol25; level of theory: ωB97M-V/def2-TZVPD.

Each line ends with the Mulliken spin population.
Element x y z (Å)
Ir  -0.32110  0.12287  -0.61073  0.38
C  -1.37647  -1.67244  1.53935  0.00
N  -1.81999  -0.49694  0.73994  0.02
C  -2.18973  0.59194  1.68271  0.04
C  -3.08552  -0.89997  0.02661  -0.01
C  -3.12570  -0.25498  -1.31471  0.01
C  -4.25029  -0.31141  -2.13005  0.00
C  -4.19390  0.20848  -3.40784  0.00
C  -3.02097  0.80012  -3.85993  0.00
C  -1.92082  0.91876  -3.02868  -0.02
C  -1.96931  0.39054  -1.73732  0.02
H  -2.15813  -1.92029  2.26376  0.00
H  -0.45277  -1.43820  2.06376  0.00
H  -1.21889  -2.52411  0.88706  0.00
H  -3.03521  0.25745  2.28716  0.00
H  -2.45996  1.48719  1.12949  -0.02
H  -1.36973  0.80738  2.35143  -0.01
H  -3.94348  -0.56590  0.61418  0.00
H  -3.13267  -1.98877  -0.02613  0.00
H  -5.15261  -0.78939  -1.76623  0.00
H  -5.06157  0.14846  -4.05301  0.00
H  -2.95304  1.16216  -4.87856  0.00
H  -1.02227  1.38670  -3.38209  0.01
F  3.08818  -4.07493  -2.32612  0.00
C  2.64682  -2.89836  -1.89648  0.00
F  2.40039  -2.12220  -2.93647  0.00
F  3.59465  -2.33282  -1.13842  0.00
S  1.15546  -3.18454  -0.84137  0.00
O  0.81457  -1.87534  -0.27193  0.02
O  1.60890  -4.14722  0.10828  0.00
N  0.02959  -3.77524  -1.73127  0.00
S  -0.87820  -2.88254  -2.67231  0.01
O  -0.36225  -1.54458  -2.83181  0.02
O  -2.26088  -3.07185  -2.36143  0.00
C  -0.62822  -3.68959  -4.30681  0.00
F  -1.33966  -3.02594  -5.21425  0.00
F  0.65522  -3.66214  -4.65420  0.00
F  -1.03905  -4.95249  -4.26555  0.00
Br  4.62102  2.25203  -6.93017  0.00
C  4.38031  1.54751  -5.18760  0.00
C  5.45724  0.96857  -4.53698  0.00
C  5.27066  0.46046  -3.26092  0.00
C  4.02589  0.52404  -2.65373  0.00
C  2.95193  1.10379  -3.31377  0.00
C  3.13615  1.62490  -4.59251  0.00
C  1.56505  1.26671  -2.74175  -0.01
O  0.82575  2.11624  -3.18175  0.02
O  1.27249  0.38630  -1.79477  0.04
H  6.42265  0.91843  -5.02080  0.00
H  6.10312  0.00307  -2.74250  0.00
H  3.90239  0.11597  -1.66515  0.00
H  2.30055  2.08790  -5.09690  0.00
C  -3.84782  4.34527  -3.25119  0.00
C  -3.35990  4.10848  -1.85593  0.00
C  -4.01595  4.62000  -0.73984  0.00
C  -3.46373  4.34578  0.49318  0.00
N  -2.37368  3.59049  0.64017  0.01
C  -1.83722  3.13208  -0.48801  0.03
S  -0.29362  2.23911  -0.24646  0.43
N  -2.25833  3.37533  -1.71598  0.00
H  -4.36034  5.30278  -3.33447  0.00
H  -4.54828  3.55605  -3.53273  0.00
H  -3.01089  4.31050  -3.94485  0.00
H  -4.91136  5.21783  -0.83665  0.00
H  -3.90348  4.73728  1.40389  0.00
C  0.02507  0.15493  7.34624  0.00
C  1.28380  -0.62407  6.99567  0.00
N  1.50953  -0.73384  5.55413  0.00
C  1.27660  -2.02946  4.92379  0.00
C  -0.15481  -2.52271  5.09383  0.00
C  2.04524  0.34578  4.93105  0.00
O  2.30003  1.38645  5.51434  0.00
C  2.31172  0.21739  3.45571  0.00
C  3.55249  -0.14589  2.95515  0.00
C  3.70590  -0.19704  1.58352  0.00
C  2.61070  0.05780  0.77456  -0.01
N  1.40465  0.40263  1.24002  0.02
C  1.29802  0.52081  2.56528  0.00
H  -0.11200  0.18036  8.42784  0.00
H  -0.85963  -0.30173  6.90109  0.00
H  0.10886  1.17987  6.98832  0.00
H  1.23592  -1.63886  7.39267  0.00
H  2.15246  -0.12935  7.43120  0.00
H  1.97875  -2.75564  5.34612  0.00
H  1.50421  -1.95107  3.86405  0.00
H  -0.35895  -2.85592  6.11148  0.00
H  -0.33711  -3.36615  4.42683  0.00
H  -0.86529  -1.73140  4.84709  0.00
H  4.37431  -0.36517  3.62501  0.00
H  4.65463  -0.44691  1.12880  0.00
H  2.67701  -0.02265  -0.29421  0.00
H  0.37592  0.93503  2.94853  0.00

Values from the calculation:
max |F| = 1.38 eV Å⁻¹
gap between HOMO and LUMO (alpha / beta) = 7.960 / 6.175 eV
HOMO (alpha / beta) = -8.492 / -8.365 eV
molecular weight = 1109.99 g mol⁻¹
multiplicity = 2

(3)
C33H35BrFILuN6O9 as an isolated structure. Source: OMol25; level of theory: ωB97M-V/def2-TZVPD.

Each line ends with the Löwdin charge.
Element x y z (Å)
Lu  -1.71510  2.29041  -0.49443  1.73
N  -1.58079  1.62672  -2.91962  -0.05
N  -0.76185  2.51757  -3.64273  0.00
C  -0.43141  3.72443  -2.97702  -0.71
O  0.05005  4.64227  -3.60913  0.05
O  -0.64830  3.67217  -1.70998  -0.22
H  -1.29416  0.67277  -3.10158  0.10
H  -2.56624  1.74445  -3.14840  0.09
H  -0.96545  2.63540  -4.62527  0.13
F  4.62281  -1.15401  -0.89615  0.05
C  3.40305  -1.74431  -0.77352  -0.18
C  2.29070  -0.96097  -0.68299  0.09
C  1.03710  -1.54847  -0.49542  -0.03
C  -0.15867  -0.68381  -0.44390  -0.28
O  -0.02894  0.54135  -0.60942  -0.06
C  -1.38689  -1.38058  -0.21258  -0.01
C  -1.37458  -2.73552  -0.09213  0.05
N  -0.28159  -3.52602  -0.17373  0.01
C  -0.41603  -4.96042  -0.09599  -0.26
C  -1.34161  -5.54127  0.92673  -0.07
C  0.14298  -5.67458  1.10344  -0.09
C  0.95381  -2.94331  -0.38882  -0.11
C  2.10530  -3.73081  -0.53591  0.07
C  3.34151  -3.14459  -0.72698  -0.15
N  4.48355  -3.96059  -0.87254  -0.10
C  5.58274  -3.62371  -1.73968  -0.13
C  6.79824  -3.11737  -0.97343  -0.08
N  7.15476  -4.14700  0.07540  0.06
C  5.99272  -4.44228  0.99263  -0.07
C  4.82247  -4.92404  0.14132  -0.14
C  -2.74634  -0.71370  -0.05602  -0.62
O  -3.59433  -1.30792  0.59529  0.05
O  -2.86781  0.40867  -0.64211  -0.14
H  2.36566  0.11404  -0.73960  0.12
H  -2.31396  -3.23880  0.09211  0.15
H  -0.35395  -5.45819  -1.05720  0.16
H  -1.91144  -6.41017  0.63471  0.11
H  -1.85360  -4.85733  1.58780  0.11
H  0.60123  -6.64109  0.94810  0.10
H  0.59403  -5.05330  1.86527  0.11
H  2.02987  -4.80758  -0.53538  0.12
H  5.28402  -2.87862  -2.47270  0.14
H  5.87252  -4.52209  -2.30318  0.14
H  6.58400  -2.19921  -0.43207  0.13
H  7.67304  -2.98700  -1.60831  0.14
H  7.95884  -3.82756  0.61697  0.18
H  7.43995  -5.01433  -0.38781  0.18
H  5.76323  -3.50622  1.50131  0.14
H  6.32971  -5.18440  1.71501  0.14
H  3.96845  -5.10703  0.79015  0.13
H  5.08678  -5.88629  -0.31894  0.14
O  3.77881  6.09577  0.85140  0.09
C  2.82046  5.15698  0.72111  -0.30
C  3.03282  3.93672  0.08156  0.01
C  1.98008  3.05056  0.00322  -0.11
N  0.77191  3.28527  0.51005  -0.01
C  0.59775  4.46346  1.07615  -0.70
Br  -1.18633  4.83299  1.58386  0.89
C  1.56310  5.43901  1.23711  -0.02
H  4.57377  5.82643  0.37657  0.12
H  3.98797  3.69871  -0.36779  0.12
H  2.08545  2.11459  -0.52579  0.09
H  1.34542  6.38869  1.69871  0.12
I  -10.45784  4.15840  -0.62086  0.88
C  -8.40250  3.84383  -0.58963  -0.74
C  -7.82089  3.01441  -1.53752  -0.14
C  -6.44973  2.81561  -1.52169  -0.01
C  -5.66958  3.42210  -0.54780  -0.13
C  -6.26073  4.24134  0.40554  -0.01
C  -7.62620  4.46583  0.38025  -0.14
C  -4.20378  3.18237  -0.50701  -0.59
O  -3.62673  3.02017  0.61075  -0.16
O  -3.51952  3.11625  -1.56025  -0.09
H  -8.43252  2.53041  -2.28592  0.09
H  -5.98171  2.18172  -2.26214  0.12
H  -5.64760  4.70313  1.16740  0.12
H  -8.08804  5.11492  1.11053  0.09
C  -3.47248  1.17128  2.90831  0.01
C  -2.01001  1.44092  2.81345  -0.45
C  -1.25386  1.75531  4.06959  0.00
O  -1.41343  1.47150  1.74384  -0.08
H  -3.73506  0.75013  3.87633  0.09
H  -3.79884  0.53101  2.09006  0.08
H  -3.98070  2.13213  2.79219  0.10
H  -1.59030  1.15322  4.91104  0.08
H  -1.46374  2.80079  4.31450  0.09
H  -0.18543  1.64827  3.90130  0.09

Values from the calculation:
max |F| = 0.94 eV Å⁻¹
gap between HOMO and LUMO = 6.242 eV
HOMO = -9.663 eV
molecular weight = 1060.45 g mol⁻¹
total charge = +1
multiplicity = 1

Which of these has the lowest max |F|?
C33H35BrFILuN6O9

What is the formula in the third record?
C33H35BrFILuN6O9

Which value of max |F| does entry 1 give?
4.75 eV Å⁻¹